268
Properties=species:S:1:pos:R:3 method="wB97M-V/def2-TZVPD" gap_ev="6.969 / 8.867" fmax_ev_per_a=6.776 e_tot_ev=-130298.685 relative_energy_kcal_mol=182.93 spin_multiplicity=9 e_lumo_ha="0.007 / 0.006"
C 3.2632 -6.7063 2.6205
C 2.1247 -7.7155 2.8337
C 1.0330 -7.4180 3.8686
C -0.0231 -6.3918 3.5062
C -0.7849 -6.8895 2.2818
C 0.1260 -7.1011 1.0400
N 1.4718 -7.7397 1.4297
O 2.2439 -7.9167 0.4704
C -0.4552 -8.0552 0.0598
C 0.5761 -5.8117 0.4465
C 2.8033 -9.1096 2.9793
H 3.7601 -7.1128 1.7444
H 3.8135 -6.4913 3.4900
H 2.8258 -5.7170 2.4254
H 0.5177 -8.3816 4.0506
H 1.5934 -7.1500 4.7585
H 0.4664 -5.4286 3.3927
H -0.6951 -6.2289 4.3795
H -1.4711 -6.1203 1.9218
H -1.5115 -7.6974 2.5336
H 0.2102 -8.2787 -0.7541
H -0.7383 -8.9727 0.5531
H -1.4158 -7.6548 -0.3797
H 1.3720 -5.2709 0.9819
H 1.0912 -6.0740 -0.4880
H -0.1430 -5.0662 0.2223
H 2.0120 -9.8699 3.1430
H 3.3371 -9.0192 3.8818
H 3.3260 -9.3079 2.0535
C 1.1279 -3.2569 -6.9734
C 1.4751 -2.3789 -5.7742
C 2.9817 -2.7306 -5.4277
C 3.7021 -1.5194 -4.9007
C 3.5551 -0.2761 -5.7772
C 2.1759 0.2383 -5.8853
N 1.3915 -1.0104 -6.3784
O 0.1935 -0.7742 -6.8103
C 1.5132 0.5873 -4.5605
C 1.9818 1.3417 -7.0347
C 0.6617 -2.3692 -4.4564
H 1.8221 -2.9622 -7.7070
H 0.1159 -3.1200 -7.3546
H 1.0826 -4.2961 -6.7510
H 3.0386 -3.5809 -4.7884
H 3.5809 -3.0395 -6.2988
H 4.7787 -1.6352 -4.8186
H 3.3737 -1.2136 -3.9144
H 4.0126 -0.4190 -6.7218
H 4.1761 0.5366 -5.2867
H 2.0319 1.4875 -4.2652
H 0.5058 0.8843 -4.7318
H 1.7577 -0.3072 -3.9090
H 2.3915 0.9270 -7.9281
H 0.9108 1.4438 -7.2481
H 2.3851 2.3336 -6.8450
H -0.2722 -1.7888 -4.6587
H 1.1853 -1.8587 -3.6276
H 0.3606 -3.3932 -4.1268
C 1.5560 -2.8484 7.5187
C 1.8435 -1.3107 7.2942
C 3.2607 -1.1402 6.6212
C 3.3158 -1.1923 5.1199
C 2.1225 -0.2789 4.5750
C 0.7231 -0.5830 5.0230
N 0.4933 -0.8382 6.5236
O -0.6525 -1.0122 6.9224
C -0.2007 0.5653 4.7725
C 0.2171 -1.8348 4.1411
C 1.6006 -0.6192 8.6642
H 1.9718 -3.3361 6.6424
H 0.4542 -3.0104 7.5807
H 2.0145 -3.4481 8.3577
H 3.9772 -0.2886 7.0009
H 3.9692 -1.8763 6.9736
H 3.3327 -2.3137 4.8858
H 4.2335 -0.8585 4.6102
H 2.1187 -0.1593 3.4605
H 2.4646 0.7710 4.9053
H -0.3010 0.8459 3.6453
H -1.1698 0.4741 5.2114
H 0.3117 1.4215 5.3838
H 0.8548 -2.7623 4.4072
H -0.8629 -2.0245 4.2954
H 0.3929 -1.6036 3.0634
H 1.9882 -1.1632 9.5225
H 0.5227 -0.5073 8.8201
H 1.9903 0.4010 8.6081
C 2.5479 -3.0492 -1.2245
C 3.8148 -2.9684 -0.4272
C 4.3604 -4.4615 -0.3300
C 5.7976 -4.6410 -0.0312
C 6.5078 -3.9769 -1.2163
C 6.3169 -2.4743 -1.3250
N 4.8201 -2.1538 -1.2196
O 4.4453 -1.0210 -1.5452
C 7.0523 -1.7974 -0.1934
C 6.7965 -1.9182 -2.6520
C 3.7189 -2.2950 0.9652
H 2.7704 -3.2500 -2.2986
H 2.0422 -2.0476 -1.4487
H 1.8607 -3.7526 -0.8577
H 3.8320 -4.8343 0.5549
H 3.9853 -5.0174 -1.2446
H 6.0466 -5.7769 -0.0482
H 6.0690 -4.1678 0.9466
H 6.0575 -4.4550 -2.0253
H 7.6240 -4.0868 -1.1491
H 8.1381 -1.9805 -0.2144
H 6.8097 -0.7120 -0.3314
H 6.7107 -2.0498 0.7957
H 6.5158 -2.5791 -3.4165
H 6.2795 -0.9747 -2.8137
H 7.8636 -1.7913 -2.6126
H 4.6077 -2.5922 1.5078
H 2.9145 -2.6425 1.5951
H 3.6523 -1.2384 0.9638
C -0.9767 5.3829 3.5954
C -2.2783 4.9902 3.0095
C -3.5109 5.9310 3.3841
C -3.4227 7.2580 2.6633
C -3.3486 7.0261 1.2251
C -2.3161 6.0744 0.6128
N -2.1359 4.9947 1.5395
O -1.6785 3.9459 1.1664
C -2.8783 5.6578 -0.7034
C -0.9616 6.7637 0.4379
C -2.6559 3.5984 3.5740
H -0.4644 6.1198 2.9895
H -0.3057 4.5501 3.6541
H -1.1658 5.6269 4.6213
H -4.3298 5.2888 3.1650
H -3.3793 5.8729 4.4252
H -2.5229 7.7557 3.0787
H -4.3385 7.8300 2.7995
H -3.3392 7.8999 0.5869
H -4.2645 6.5809 1.0175
H -2.0724 5.1037 -1.2547
H -3.7211 4.9550 -0.6302
H -2.9945 6.4946 -1.3328
H -0.9389 7.7362 -0.0713
H -0.5018 7.0798 1.3905
H -0.3116 5.9329 -0.0787
H -3.3424 3.1141 2.9067
H -3.1350 3.5817 4.5351
H -1.7732 2.9120 3.5798
C -2.9225 1.7008 -1.0234
C -3.0792 0.3058 -1.5099
C -1.8785 -0.0039 -2.4021
C -0.4883 -0.0189 -1.6384
C -0.5903 -1.1379 -0.4625
C -1.7824 -1.0131 0.3937
N -3.0172 -0.7223 -0.4352
O -4.1095 -0.9421 0.1648
C -1.9646 -2.2917 1.1564
C -1.4190 0.2263 1.3978
C -4.2894 0.0213 -2.3122
H -1.9959 1.7312 -0.4603
H -3.8609 1.8205 -0.5037
H -2.8338 2.4594 -1.8370
H -1.9612 -0.9584 -2.9194
H -1.8270 0.7373 -3.1983
H -0.3214 1.0444 -1.2744
H 0.3962 -0.2096 -2.2624
H 0.2620 -1.2660 0.1840
H -0.6029 -2.1131 -0.9595
H -2.6414 -2.2528 2.0435
H -2.3286 -3.0199 0.4035
H -0.9876 -2.5165 1.4229
H -2.2513 0.8309 1.4628
H -1.1331 -0.2169 2.3183
H -0.5634 0.7913 1.0462
H -5.1828 0.0631 -1.6852
H -4.3127 -0.9630 -2.7860
H -4.3696 0.7381 -3.1337
C -1.9671 2.8806 -7.8652
C -2.5165 3.1363 -6.4410
C -1.3677 2.8375 -5.5053
C -0.3083 3.9965 -5.4602
C -1.1776 5.2128 -4.9110
C -2.2863 5.6691 -5.8547
N -3.0333 4.4741 -6.3344
O -4.0902 4.7741 -6.9979
C -3.1912 6.6521 -5.1501
C -1.7169 6.3716 -7.0880
C -3.6412 2.1088 -6.1022
H -2.5259 3.2580 -8.6926
H -1.8680 1.8455 -8.0895
H -0.9717 3.3222 -7.9401
H -1.7162 2.5292 -4.5529
H -0.8658 1.9284 -5.9143
H 0.0281 4.3470 -6.3807
H 0.5685 3.6732 -4.8037
H -0.5242 6.0564 -4.6191
H -1.5960 4.8318 -4.0070
H -3.5437 6.2692 -4.1788
H -2.6646 7.6338 -4.9688
H -4.0733 6.8066 -5.8635
H -2.6132 6.7800 -7.5906
H -0.9886 7.2074 -6.8980
H -1.2008 5.6329 -7.7861
H -3.9835 2.3035 -5.0729
H -3.1998 1.0511 -6.2135
H -4.4741 2.2671 -6.8274
C 3.4652 1.8042 0.4551
C 2.7822 3.0945 0.1087
C 3.4385 4.2465 0.8041
C 4.8955 4.1265 0.4340
C 5.2348 4.4595 -1.0799
C 4.2742 3.5790 -2.0323
N 2.8854 3.5148 -1.5615
O 2.0594 3.2446 -2.3803
C 4.2353 4.4057 -3.4735
C 4.8840 2.1720 -2.4861
C 1.2204 3.1354 0.4128
H 3.0119 0.8669 0.0835
H 3.4583 1.4493 1.6922
H 4.4104 1.7805 -0.0193
H 3.0650 5.2729 0.3560
H 3.1151 4.2409 1.7872
H 5.6160 3.4936 0.8787
H 5.5032 4.9312 1.1003
H 6.2709 4.3936 -1.2685
H 4.6279 5.4360 -1.0859
H 3.8745 5.4135 -3.4196
H 5.2567 4.6367 -3.6038
H 3.8406 4.0873 -4.5159
H 4.4794 1.2725 -1.9487
H 4.5078 1.9646 -3.5255
H 6.0437 1.9959 -2.3047
H 0.6980 4.0782 0.2179
H 0.8229 2.7751 1.3880
H 0.6833 2.4585 -0.3207
O -5.6572 -2.9543 2.8937
C -6.1689 -2.7812 1.7880
O -7.0309 -1.8212 1.5834
C -7.3216 -1.8300 0.1435
C -7.1541 -3.2377 -0.3260
C -5.9734 -3.6246 0.5155
H -6.5914 -1.2824 -0.5167
H -8.3255 -1.3993 0.0478
H -6.9312 -3.2067 -1.4366
H -8.0879 -3.8148 -0.1981
H -5.0811 -3.1847 0.0174
H -5.8598 -4.7639 0.6520
O -3.9247 1.2382 5.3843
C -3.9361 0.2415 6.0265
O -3.9697 0.2328 7.3817
C -3.9853 -1.1135 7.9011
C -3.9467 -2.0926 6.6928
C -3.8485 -1.1233 5.4481
H -4.9248 -1.2383 8.5284
H -3.0415 -1.3088 8.4244
H -4.7173 -2.8523 6.6292
H -2.9795 -2.5339 6.6573
H -4.5225 -1.3703 4.6505
H -2.8722 -1.2999 4.9927
O -5.5870 4.0327 1.5130
C -5.7036 2.9685 2.0509
O -5.2620 1.8705 1.4866
C -5.2414 0.8241 2.5113
C -6.3942 1.1401 3.4976
C -6.3219 2.7082 3.4753
H -4.2431 0.9496 2.9305
H -5.3539 -0.1778 1.9900
H -6.3361 0.5626 4.4601
H -7.3494 0.8939 3.0057
H -5.4475 3.0674 4.1254
H -7.1666 3.2954 3.6723